(1)
{"formula": "C35H96F6N7O16S2Sr", "method": "ωB97M-V/def2-TZVPD", "max_force_ha_per_bohr": 0.1045, "spin_multiplicity": 1, "orbital_gap_ev": 6.657, "e_tot_ha": -4404.1398, "total_charge": 1, "symbols": ["Sr", "C", "F", "F", "F", "S", "O", "O", "N", "S", "O", "O", "C", "F", "F", "F", "C", "O", "H", "H", "H", "H", "C", "O", "H", "H", "H", "H", "C", "O", "H", "H", "H", "H", "C", "C", "O", "H", "H", "H", "H", "H", "H", "C", "C", "O", "H", "H", "H", "H", "H", "H", "C", "C", "O", "H", "H", "H", "H", "H", "H", "C", "C", "C", "O", "C", "N", "H", "H", "H", "H", "H", "H", "H", "H", "H", "H", "H", "C", "C", "C", "O", "C", "N", "H", "H", "H", "H", "H", "H", "H", "H", "H", "H", "H", "C", "C", "C", "O", "C", "N", "H", "H", "H", "H", "H", "H", "H", "H", "H", "H", "H", "C", "C", "C", "O", "C", "N", "H", "H", "H", "H", "H", "H", "H", "H", "H", "H", "H", "C", "C", "C", "O", "C", "N", "H", "H", "H", "H", "H", "H", "H", "H", "H", "H", "H", "C", "C", "C", "O", "C", "N", "H", "H", "H", "H", "H", "H", "H", "H", "H", "H", "H"], "positions_angstrom": [[-0.81893, -3.16329, -0.94802], [-3.04140, 0.22431, 1.01851], [-3.49962, -0.97034, 1.33612], [-4.02570, 1.14491, 1.02906], [-2.15733, 0.58150, 1.91637], [-2.16086, -0.01247, -0.69427], [-2.94937, -1.08623, -1.30919], [-2.25945, 1.24634, -1.44245], [-0.63482, -0.77662, -0.36740], [0.30981, 0.54572, -0.35906], [0.71632, 1.09072, -1.67172], [-0.01353, 1.57643, 0.64486], [1.83206, -0.33669, 0.40503], [1.48320, -0.75278, 1.62682], [2.18287, -1.37103, -0.32804], [2.84900, 0.48707, 0.46236], [5.49648, 0.12979, 3.04489], [4.50173, 0.41753, 3.97970], [6.41735, 0.64558, 3.31701], [5.67200, -0.94058, 2.93722], [5.22612, 0.56528, 2.08293], [4.32111, -0.25254, 4.64302], [2.54121, 4.15549, -1.38085], [1.56470, 4.01028, -0.39928], [2.44982, 3.45741, -2.21298], [2.43517, 5.18417, -1.72534], [3.52377, 4.06933, -0.91690], [0.68760, 3.95112, -0.78503], [-6.13062, -2.22893, -1.02437], [-5.65326, -3.47306, -1.27047], [-6.93620, -2.03442, -1.73240], [-6.44728, -2.19851, 0.01818], [-5.35868, -1.46926, -1.14729], [-6.41095, -4.03304, -1.45463], [0.79499, 1.88720, 3.67348], [0.75803, 3.39604, 3.32031], [1.63446, 4.03726, 4.10483], [1.72085, 1.46859, 3.27895], [-0.00689, 1.37388, 3.14282], [0.61750, 1.77484, 4.74305], [-0.26843, 3.76266, 3.32822], [1.12142, 3.54138, 2.30300], [2.48434, 3.74933, 3.76367], [4.72182, 4.91019, 2.09217], [4.30296, 3.45144, 2.14991], [4.07935, 3.11720, 3.47176], [5.08119, 5.14509, 1.09029], [5.48927, 5.18401, 2.81614], [3.91530, 5.55324, 2.44448], [5.10225, 2.81268, 1.77409], [3.48804, 3.12764, 1.50249], [4.28793, 2.18075, 3.50557], [-4.90466, 1.07798, -3.70666], [-5.78760, 1.62745, -2.65845], [-6.52347, 2.73251, -3.14725], [-4.46698, 0.09640, -3.52494], [-4.12549, 1.78033, -4.00279], [-5.56525, 0.91410, -4.55805], [-5.15988, 1.81592, -1.78750], [-6.50230, 0.86418, -2.35070], [-7.05737, 3.03002, -2.40695], [-3.85498, -5.14221, -4.04170], [-2.74762, -4.31577, -3.33066], [-2.56205, -2.87902, -3.90362], [-1.36241, -2.35080, -3.27433], [-0.83764, -1.23522, -3.93841], [-2.99291, -4.31314, -1.90776], [-4.00546, -6.13538, -3.61853], [-3.53724, -5.30472, -5.07162], [-4.80790, -4.61485, -4.08564], [-1.78059, -4.80604, -3.44287], [-3.39152, -2.18313, -3.77783], [-2.43894, -2.97485, -4.98239], [-0.76573, -1.43924, -5.00673], [0.17771, -1.14181, -3.55314], [-1.40284, -0.34040, -3.67775], [-3.88084, -3.87853, -1.70088], [-3.14754, -5.21024, -1.47025], [-6.00333, -0.12954, 2.90867], [-5.28392, -0.87467, 4.05257], [-5.58206, -0.23000, 5.42991], [-5.09174, 1.14009, 5.42130], [-5.67177, 1.96755, 6.44314], [-5.74419, -2.25283, 3.98749], [-5.85251, 0.94772, 2.97843], [-7.06906, -0.34973, 2.97063], [-5.77706, -0.49197, 1.90590], [-4.21036, -0.79046, 3.88379], [-5.06033, -0.74217, 6.23835], [-6.65411, -0.26572, 5.62365], [-5.32404, 3.00058, 6.43928], [-5.59559, 1.47042, 7.41018], [-6.74595, 1.96735, 6.25810], [-5.37274, -2.64485, 3.13400], [-5.24294, -2.80843, 4.66584], [-1.24047, 5.56795, 0.26750], [-1.87220, 4.36026, -0.26875], [-3.41436, 4.45029, -0.51557], [-3.80358, 5.59950, -1.30564], [-5.20738, 5.56256, -1.55215], [-1.13980, 3.87446, -1.44583], [-1.24034, 6.38885, -0.44959], [-0.21496, 5.43269, 0.61122], [-1.84637, 5.83014, 1.13482], [-1.75087, 3.52809, 0.42470], [-3.98774, 4.46686, 0.41129], [-3.73253, 3.53900, -1.02194], [-5.54632, 6.44938, -2.08766], [-5.77132, 5.56152, -0.61937], [-5.53476, 4.65901, -2.06647], [-1.27146, 4.41161, -2.29096], [-1.43006, 2.93798, -1.68844], [3.41437, -0.30537, -4.12041], [3.42677, 1.16621, -4.48349], [3.93979, 1.40780, -5.93403], [5.31896, 1.21747, -5.90805], [5.93905, 0.91167, -7.16867], [2.04421, 1.58003, -4.40043], [4.45962, -0.59036, -4.00069], [2.92382, -1.03786, -4.76145], [2.92255, -0.42914, -3.15558], [3.98018, 1.81729, -3.80678], [3.81642, 2.42758, -6.29862], [3.48643, 0.67451, -6.60100], [5.40111, 0.10514, -7.66690], [6.94857, 0.56169, -6.95310], [5.98255, 1.76078, -7.85073], [1.70854, 1.19754, -3.52801], [1.65681, 0.96957, -5.10567], [9.75429, -3.32534, 1.92514], [8.25552, -3.41250, 1.70057], [7.76150, -3.38554, 0.22813], [6.33735, -3.35393, 0.15208], [5.82455, -2.04719, -0.13780], [7.86251, -4.59539, 2.44916], [10.30736, -4.13815, 1.45446], [9.95496, -3.21478, 2.99079], [10.13477, -2.39425, 1.50512], [7.75927, -2.53238, 2.10950], [8.11439, -4.25352, -0.32881], [8.21778, -2.60386, -0.37923], [4.76651, -2.12092, -0.38924], [6.31469, -1.50250, -0.94475], [5.97717, -1.49991, 0.79241], [6.87393, -4.65897, 2.25229], [8.15963, -5.46993, 2.04050], [-1.85089, -3.44873, 3.62610], [-1.22864, -3.25070, 2.28045], [0.14450, -3.94343, 2.17691], [0.78849, -3.79983, 0.91542], [2.14656, -4.22056, 0.91433], [-2.09588, -3.86221, 1.26802], [-1.95027, -4.49978, 3.89724], [-2.86009, -3.04513, 3.54405], [-1.27532, -2.92261, 4.38769], [-1.12016, -2.17013, 2.18717], [0.02774, -4.99806, 2.42635], [0.83419, -3.46972, 2.87549], [2.67511, -3.99626, -0.01218], [2.08421, -5.28371, 1.14651], [2.66825, -3.57599, 1.62177], [-2.03631, -4.87005, 1.29649], [-3.01701, -3.63294, 1.61306]], "mulliken_charge": [1.655, -0.057, 0.077, -0.144, -0.302, -0.440, 0.520, -0.557, 0.164, -0.129, -0.201, 0.473, -0.204, -0.179, -0.288, -0.053, -0.573, -0.619, 0.294, 0.545, -0.007, 0.332, -0.690, -0.115, 0.211, 0.290, 0.104, 0.254, -0.418, -0.556, 0.437, 0.306, -0.138, 0.290, 0.687, -0.169, -0.681, -0.361, -0.667, 0.448, 0.450, -0.085, 0.421, -1.477, 0.268, -0.623, 0.348, 0.413, 0.332, 0.449, -0.087, 0.341, -0.873, 0.471, -0.646, -0.154, 0.226, 0.520, -0.174, 0.293, 0.345, -1.598, 0.183, -0.551, 0.119, -0.683, -0.058, 0.418, 0.456, 0.299, 0.218, -0.011, 0.591, 0.503, 0.008, 0.165, -0.212, 0.308, -1.284, 1.478, -1.055, -0.235, -0.821, -0.758, 0.328, 0.457, -0.107, -0.203, 0.399, 0.434, 0.236, 0.320, 0.333, 0.181, 0.319, -1.892, 1.955, -0.280, -0.438, -0.583, -0.383, 0.309, 0.441, 0.431, -0.709, 0.576, -0.288, 0.341, 0.342, 0.097, 0.289, 0.034, -1.034, 0.615, -1.007, -0.316, -0.762, -0.459, 0.464, 0.288, -0.032, 0.267, 0.479, 0.347, 0.333, 0.246, 0.285, 0.091, 0.339, -1.530, 1.079, -0.906, -0.306, -0.202, -0.695, 0.338, 0.380, 0.389, -0.139, 0.364, 0.367, -0.101, 0.332, 0.076, 0.257, 0.283, -1.576, 1.199, -1.160, 0.131, -1.090, -0.301, 0.410, 0.244, 0.440, -0.578, 0.565, 0.477, 0.265, 0.364, 0.349, 0.274, 0.138]}


(2)
{"formula": "C17H22ClFN2O5S", "method": "ωB97M-V/def2-TZVPD", "relative_energy_kcal_mol": 2.7, "max_force_ha_per_bohr": 0.0269, "spin_multiplicity": 1, "orbital_gap_ev": 8.943, "e_tot_ha": -2104.9812, "total_charge": 0, "symbols": ["O", "C", "N", "S", "O", "O", "O", "C", "C", "C", "C", "F", "C", "Cl", "C", "O", "C", "C", "C", "C", "C", "N", "C", "C", "C", "C", "C", "H", "H", "H", "H", "H", "H", "H", "H", "H", "H", "H", "H", "H", "H", "H", "H", "H", "H", "H", "H", "H", "H"], "positions_angstrom": [[-0.17395, -3.77384, -0.97600], [-0.85344, -2.83956, -0.65837], [-2.16671, -2.93649, -0.25783], [-2.93643, -1.70793, 0.57682], [-4.18605, -2.25000, 0.96122], [-2.06705, -1.16574, 1.55802], [-3.20964, -0.66246, -0.59068], [-2.47272, 0.49226, -0.73171], [-1.92547, 0.78091, -1.97649], [-1.22481, 1.95904, -2.16010], [-1.06854, 2.83706, -1.10242], [-0.37860, 3.97184, -1.29173], [-1.61401, 2.55356, 0.14656], [-1.40953, 3.64718, 1.45312], [-2.32438, 1.37536, 0.32810], [-0.49945, -1.55861, -0.67694], [0.87672, -1.28224, -0.97561], [1.75816, -1.36237, 0.27469], [1.23976, -0.44044, 1.38066], [1.46209, 1.02089, 1.01118], [2.93049, 1.26231, 0.68291], [3.34690, 0.39503, -0.40487], [4.68356, 0.67892, -0.89194], [5.79824, 0.23692, 0.06491], [5.64394, -1.24716, 0.38981], [4.23427, -1.53156, 0.90679], [3.20578, -1.02640, -0.11911], [-2.57912, -3.85374, -0.22114], [-2.05789, 0.08470, -2.78785], [-0.78981, 2.20748, -3.11516], [-2.74371, 1.13640, 1.29092], [1.22256, -2.00283, -1.72278], [0.89041, -0.27673, -1.39463], [1.72768, -2.39787, 0.63062], [1.77291, -0.66526, 2.30650], [0.17856, -0.63006, 1.55022], [0.85278, 1.28042, 0.14622], [1.16368, 1.66461, 1.83957], [3.52836, 1.12542, 1.59820], [3.06903, 2.29425, 0.34774], [4.75590, 1.75148, -1.08769], [4.80040, 0.15124, -1.84460], [5.74626, 0.82319, 0.98426], [6.76909, 0.42484, -0.39615], [6.38621, -1.55065, 1.13136], [5.81693, -1.83293, -0.51679], [4.09969, -2.60362, 1.05761], [4.08660, -1.03578, 1.86660], [3.42068, -1.54341, -1.06578]], "mulliken_charge": [-0.606, 0.539, -0.173, 1.166, -0.690, -0.593, -0.454, 0.609, -0.556, -0.539, 0.441, -0.391, 0.074, -0.202, -0.343, 0.162, -1.728, 0.765, -1.180, 0.274, -1.010, 0.046, -0.973, -0.597, -0.759, -0.722, -0.806, 0.228, 0.454, 0.433, 0.518, 0.385, 0.299, 0.638, 0.546, 0.142, -0.555, 0.663, 0.282, 0.515, 0.465, 0.427, 0.301, 0.408, 0.414, 0.319, 0.340, 0.320, 0.705]}